Entry 1:
This record from the Open Molecules 2025 dataset describes C22H27FeN4OSe4 as an isolated structure at a distorted geometry. The level of theory is ωB97M-V/def2-TZVPD.

Each line ends with the Mulliken spin population.
CARTESIAN COORDINATES (ANGSTROEM)
1 Fe 0.4478 0.4153 -0.1327  3.9144
2 C -2.3666 -0.2409 0.2695  0.0020
3 N -1.2602 -0.9698 -0.3658  0.0113
4 C -0.8960 -2.1909 0.3671  0.0063
5 C 0.5249 -2.6214 0.0593  0.0236
6 C 0.9957 -3.8837 0.3950  0.0035
7 C 2.2860 -4.2252 0.0372  0.0000
8 C 3.0480 -3.3153 -0.6853  -0.0018
9 C 2.5031 -2.0786 -0.9650  0.0096
10 N 1.2818 -1.7194 -0.5576  0.0114
11 C -1.4501 -1.1881 -1.8144  -0.0005
12 C -0.5243 -0.4182 -2.7631  0.0100
13 C -0.7833 -0.4505 -4.1243  0.0006
14 C 0.0480 0.2405 -4.9896  0.0000
15 C 1.1159 0.9523 -4.4690  -0.0021
16 C 1.3213 0.9222 -3.1003  0.0141
17 N 0.5189 0.2527 -2.2706  -0.0372
18 C -2.3458 1.2449 -0.0381  0.0246
19 C -3.3749 2.0732 0.3933  0.0009
20 C -3.3330 3.4119 0.0613  0.0048
21 C -2.2958 3.8729 -0.7411  0.0017
22 C -1.3165 2.9819 -1.1220  0.0182
23 N -1.3061 1.7008 -0.7339  -0.0085
24 H -2.2704 -0.3626 1.3464  0.0062
25 H -3.3402 -0.6488 -0.0328  -0.0008
26 H -1.5835 -3.0165 0.1435  -0.0005
27 H -0.9606 -1.9640 1.4299  -0.0001
28 H 0.3516 -4.5841 0.9122  0.0004
29 H 2.6883 -5.1950 0.3006  0.0000
30 H 4.0455 -3.5536 -1.0264  0.0009
31 H 3.0572 -1.3439 -1.5387  -0.0084
32 H -2.4768 -0.9318 -2.0884  0.0010
33 H -1.3199 -2.2511 -2.0329  -0.0019
34 H -1.6230 -1.0244 -4.4976  0.0009
35 H -0.1342 0.2142 -6.0565  -0.0002
36 H 1.7920 1.5066 -5.1042  -0.0001
37 H 2.1625 1.4351 -2.6437  -0.0047
38 H -4.1934 1.6622 0.9711  -0.0001
39 H -4.1052 4.0870 0.4073  0.0002
40 H -2.2445 4.9014 -1.0687  0.0002
41 H -0.5008 3.2891 -1.7669  -0.0052
42 Se 3.0203 0.7443 0.6368  0.3033
43 Se 4.9623 1.0584 -0.4160  0.3218
44 Se 2.9482 4.3751 -0.3786  0.1816
45 Se 1.6459 2.5954 0.1056  0.1752
46 C 0.7393 1.7026 3.5472  0.0147
47 C 0.3492 0.2891 3.1213  -0.0152
48 C 1.4047 -0.7096 3.6010  0.0013
49 C -0.9921 -0.0675 3.7738  0.0076
50 O 0.2114 0.2046 1.7343  0.0130
51 H 0.7718 1.7853 4.6370  -0.0008
52 H 0.0125 2.4201 3.1611  -0.0022
53 H 1.7211 1.9683 3.1545  -0.0001
54 H 1.4165 -0.7725 4.6919  0.0013
55 H 2.3995 -0.4119 3.2660  0.0048
56 H 1.1869 -1.7005 3.1919  -0.0008
57 H -0.9243 -0.0103 4.8622  0.0014
58 H -1.2898 -1.0861 3.5060  -0.0009
59 H -1.7667 0.6291 3.4398  -0.0004

Cartesian forces (eV/Å) of the 2 atoms listed first:
Fe -0.445 -1.207 0.195
C 0.051 -0.019 0.001

Computed properties:
<S²>: 8.78
Kohn-Sham gap (spin up / spin down) (Ha): 0.2328 / 0.1874
Multiplicity: 6



Entry 2:
This record from the Open Molecules 2025 dataset describes one molecule with the formula C19H27N3O2. The level of theory is ωB97M-V/def2-TZVPD.

Each line ends with the Mulliken charge.
CARTESIAN COORDINATES (ANGSTROEM)
1 C -5.2011 -2.6502 -0.4474  -1.1680
2 C -5.4116 -1.1993 -0.8647  -0.5395
3 C -4.8929 -0.1934 0.1641  -0.5866
4 C -3.3705 -0.1947 0.2891  -0.3743
5 C -2.8485 0.8653 1.2612  -0.5638
6 C -2.8731 2.2738 0.6611  -0.7891
7 O -2.0348 2.3891 -0.4739  -0.5444
8 C -0.6924 2.2758 -0.3159  0.6982
9 C -0.0081 2.4117 0.8894  -0.0642
10 C 1.3562 2.2214 0.9283  -1.0653
11 C 2.0723 1.8785 -0.2139  0.2765
12 C 1.3966 1.8211 -1.4315  -0.2848
13 C 0.0365 2.0262 -1.4817  -0.5852
14 H -0.4986 1.9739 -2.4173  0.4554
15 H 1.9274 1.6309 -2.3540  0.5200
16 C 3.4931 1.4971 -0.0298  0.1091
17 O 4.1624 1.8468 0.9258  -0.6885
18 N 3.9911 0.6668 -0.9874  -0.1042
19 H 3.3665 0.3095 -1.6920  0.2606
20 C 5.2563 -0.0027 -0.8285  -0.8354
21 H 5.7382 0.4567 0.0387  0.4154
22 H 5.8793 0.1717 -1.7133  0.3447
23 C 5.0946 -1.5108 -0.6159  -0.5953
24 H 4.5995 -1.9498 -1.4848  0.2931
25 H 6.0878 -1.9558 -0.5389  0.3985
26 C 4.3152 -1.8651 0.6551  -0.6874
27 N 2.9119 -1.5450 0.5861  0.3469
28 C 2.1892 -0.8762 1.5138  -0.2243
29 N 0.9271 -0.7913 1.1951  -0.3295
30 C 0.8093 -1.4305 0.0036  -0.6133
31 C 2.0250 -1.9103 -0.3896  -0.4751
32 H 2.3148 -2.4799 -1.2489  0.4014
33 H -0.1373 -1.5024 -0.4932  0.4550
34 H 2.6254 -0.4640 2.4013  0.4079
35 H 4.7336 -1.3187 1.5042  0.3671
36 H 4.4232 -2.9406 0.8470  0.3290
37 H 1.8908 2.3036 1.8618  0.4525
38 H -0.5290 2.6466 1.8034  0.3089
39 H -2.6085 3.0207 1.4197  0.2952
40 H -3.8692 2.5147 0.2822  0.4564
41 H -3.4496 0.8651 2.1723  0.5001
42 H -1.8195 0.6155 1.5290  0.2620
43 H -3.0372 -1.1721 0.6398  0.3358
44 H -2.9241 -0.0198 -0.6922  0.2720
45 H -5.2296 0.8025 -0.1314  0.3007
46 H -5.3347 -0.4164 1.1385  0.2732
47 H -4.9163 -1.0210 -1.8219  0.2977
48 H -6.4812 -1.0282 -1.0103  0.3336
49 H -4.1432 -2.8893 -0.3812  0.2907
50 H -5.6575 -2.8365 0.5225  0.2918
51 H -5.6549 -3.3212 -1.1736  0.3685

Cartesian forces (eV/Å) of the 2 atoms listed first:
C -0.024 0.187 -0.162
C -0.070 0.011 0.233

Computed properties:
Structure (SMILES): CCCCCCOc1ccc(C(=O)NCCCn2ccnc2)cc1
Kohn-Sham gap (Ha): 0.3333
Multiplicity: 1



Entry 3:
This record from the Open Molecules 2025 dataset describes a 8-piece molecular cluster, C26H58O20S3 overall at a distorted geometry. The level of theory is ωB97M-V/def2-TZVPD.

Each line ends with the Mulliken charge.
CARTESIAN COORDINATES (ANGSTROEM)
1 C 3.6290 3.9033 -5.3039  -0.5318
2 C 2.2158 3.9179 -4.6753  -0.3599
3 C 2.0695 2.5057 -4.1145  0.5428
4 O 3.4863 2.0096 -3.9662  -0.4315
5 C 4.4024 3.0481 -4.3342  -0.6118
6 H 4.0729 4.8815 -5.1188  0.3297
7 H 3.6509 3.4964 -6.3148  0.3017
8 H 1.4767 4.0063 -5.4715  0.1871
9 H 2.0783 4.6461 -3.8760  0.1961
10 H 1.4133 1.8680 -4.7067  0.0598
11 H 1.6653 2.6367 -3.1107  -0.3820
12 H 5.3710 2.7658 -4.7468  0.3633
13 H 4.6733 3.5597 -3.4106  0.2963
14 C 2.0147 0.4908 -0.9621  -1.3053
15 C 1.0837 1.6561 -0.6734  -0.0921
16 C 0.7738 1.4372 0.7662  0.1784
17 O 0.9462 0.0299 0.9024  -0.4141
18 C 1.5136 -0.6373 -0.2149  0.2872
19 H 2.9805 0.7804 -0.5479  0.3731
20 H 2.2245 0.2719 -2.0091  0.3983
21 H 0.1557 1.5089 -1.2260  -0.2301
22 H 1.5206 2.6178 -0.9422  0.7017
23 H -0.2736 1.7365 0.8036  -0.4049
24 H 1.3719 1.9752 1.5018  0.2494
25 H 0.6721 -0.9833 -0.8152  -0.0567
26 H 2.2906 -1.3289 0.1108  0.1958
27 O -5.9194 1.0188 0.8750  -0.6611
28 S -4.5252 1.0242 0.4322  1.0923
29 O -3.5752 0.0472 0.9890  -0.5189
30 O -4.4807 0.9230 -1.3119  -0.4926
31 C -3.3209 0.4951 -1.8706  1.2349
32 C -3.3903 0.9991 -3.2967  -1.3914
33 C -3.8942 2.7686 0.4725  -0.3734
34 H -3.0994 -0.5721 -1.8790  0.1126
35 H -2.4698 1.0375 -1.4586  -0.4697
36 H -3.5186 2.0790 -3.3703  0.3917
37 H -4.1574 0.4698 -3.8619  0.3903
38 H -2.5232 0.6503 -3.8576  0.1082
39 H -4.5896 3.4676 0.0078  0.4026
40 H -2.9177 2.7329 -0.0105  -0.2559
41 H -3.8037 3.1463 1.4909  0.3971
42 O -0.7565 -6.8064 0.7984  -0.5773
43 S 0.6282 -7.3022 0.8476  1.0865
44 O 1.2221 -8.0638 -0.2212  -0.5998
45 O 1.5388 -5.8713 1.0235  -0.1691
46 C 2.0141 -5.2514 -0.1071  -0.5119
47 C 2.6086 -3.8243 0.1923  -0.8818
48 C 1.0988 -8.0588 2.5145  -0.5999
49 H 1.1133 -5.0723 -0.6940  0.2872
50 H 2.7035 -5.9812 -0.5318  0.3481
51 H 3.5091 -3.8839 0.8036  0.3477
52 H 1.9279 -3.1611 0.7261  -0.0338
53 H 2.8591 -3.2363 -0.6906  0.5915
54 H 0.3181 -7.7439 3.2070  0.3430
55 H 2.0952 -7.7551 2.8356  -0.0310
56 H 1.1242 -9.1470 2.4572  0.3932
57 O -1.7321 2.9797 2.6981  -0.6396
58 S -1.1777 2.2376 3.7994  1.0701
59 O 0.2902 2.1181 3.9051  -0.6591
60 O -1.7689 2.9547 5.1594  -0.2088
61 C -1.1001 2.7888 6.4027  -0.0849
62 C -2.0099 3.2715 7.5142  -1.2899
63 C -1.8712 0.5385 3.8977  -0.6910
64 H -0.3377 3.5677 6.4148  0.2266
65 H -0.6868 1.7927 6.5610  0.3879
66 H -1.5419 3.1948 8.4956  0.3756
67 H -2.8644 2.5968 7.4615  0.3282
68 H -2.3437 4.3065 7.4400  0.3059
69 H -2.9200 0.7393 3.6790  0.3005
70 H -1.7640 0.2122 4.9322  0.4620
71 H -1.3125 -0.0751 3.1910  0.0733
72 C -2.3247 -4.0929 -1.5459  -0.8060
73 O -1.9724 -2.8541 -2.0992  -0.2446
74 C -0.8329 -2.6887 -2.8011  0.7927
75 O 0.1353 -3.3977 -2.7464  -0.6039
76 O -0.9337 -1.5182 -3.4539  -0.1754
77 C 0.1309 -1.0047 -4.2511  -0.5319
78 H -1.7173 -4.3904 -0.6911  0.3043
79 H -2.4745 -4.9865 -2.1518  0.3414
80 H -3.2330 -3.9020 -0.9743  0.2889
81 H 0.4592 -1.8350 -4.8763  0.4020
82 H 0.9055 -0.6132 -3.5917  0.0918
83 H -0.2548 -0.2390 -4.9241  0.2213
84 C -1.9381 4.9639 -4.6023  -0.8163
85 O -1.0533 4.5823 -3.5369  -0.1633
86 C -1.5791 4.6787 -2.3543  0.8332
87 O -2.8038 4.7109 -2.1270  -0.5799
88 O -0.6066 5.0325 -1.3991  -0.3605
89 C -1.0175 5.1388 -0.0264  -0.8320
90 H -2.9300 4.5124 -4.5853  0.3215
91 H -1.4768 4.4975 -5.4728  0.2852
92 H -2.0880 6.0293 -4.7771  0.3302
93 H -1.8541 5.8324 0.0573  0.3999
94 H -0.3384 5.7743 0.5419  0.3973
95 H -1.3227 4.2990 0.5979  0.2586
96 C 1.6580 -1.7265 3.5269  -0.6769
97 O 2.2045 -3.0444 3.5915  -0.2633
98 C 1.7440 -3.9991 4.4747  0.7741
99 O 0.7233 -3.9001 5.1620  -0.6174
100 O 2.4736 -5.0834 4.5025  -0.3396
101 C 3.6564 -5.3760 3.7516  -0.3072
102 H 1.6050 -1.2246 4.4930  0.4979
103 H 0.6308 -1.6577 3.1690  0.2559
104 H 2.2474 -1.2341 2.7534  0.2051
105 H 3.8497 -4.7659 2.8693  0.0246
106 H 3.6665 -6.4280 3.4665  0.2011
107 H 4.5045 -5.2424 4.4231  0.3343

Cartesian forces (eV/Å) of the 2 atoms listed first:
C -0.035 1.044 1.763
C 0.029 -0.979 -1.281

Computed properties:
Structure (SMILES): CCOS(C)(=O)=O.CCOS(C)(=O)=O.CCOS(C)(=O)=O.COC(=O)OC.COC(=O)OC.COC(=O)OC.C1CCOC1.C1CCOC1
Kohn-Sham gap (Ha): 0.3695
Multiplicity: 1



Entry 4:
This record from the Open Molecules 2025 dataset describes C12H8Cl2F2NV as an isolated structure. The level of theory is ωB97M-V/def2-TZVPD.

Each line ends with the Mulliken spin population.
CARTESIAN COORDINATES (ANGSTROEM)
1 V -0.0208 0.0732 0.0000  3.1167
2 F 5.2797 -1.4205 0.0000  -0.0011
3 C 4.3577 -0.4514 0.0000  -0.0080
4 C 3.0161 -0.7980 0.0000  0.0282
5 C 2.0474 0.1961 0.0000  -0.1707
6 C 2.4544 1.5511 0.0000  0.0266
7 C 3.8139 1.8309 0.0000  -0.0036
8 F 4.2453 3.1077 0.0000  -0.0004
9 C 4.7894 0.8555 0.0000  0.0335
10 C 1.3913 2.6021 0.0000  -0.0250
11 C 1.5819 3.9813 0.0000  -0.0058
12 C 0.4931 4.8309 0.0000  0.0143
13 C -0.7994 4.3256 0.0000  0.0041
14 C -0.9336 2.9588 0.0000  0.0025
15 N 0.1168 2.1225 0.0000  -0.0486
16 H 2.7824 -1.8573 0.0000  0.0044
17 H 5.8393 1.1099 0.0000  0.0021
18 H 2.5830 4.3758 0.0000  0.0008
19 H 0.6569 5.9012 0.0000  0.0009
20 H -1.6706 4.9636 0.0000  -0.0001
21 H -1.9165 2.5013 0.0000  -0.0117
22 Cl -2.6053 -0.4821 0.0000  0.0122
23 C -2.1319 -2.2279 -0.0001  0.0168
24 Cl -0.3266 -2.3131 0.0000  0.0090
25 H -2.5033 -2.6916 -0.9044  0.0014
26 H -2.5034 -2.6917 0.9041  0.0014

Cartesian forces (eV/Å) of the 2 atoms listed first:
V 0.038 0.243 0.000
F -0.045 -0.008 0.000

Computed properties:
Charge: +1
<S²>: 3.77
Kohn-Sham gap (spin up / spin down) (Ha): 0.2806 / 0.2936
Multiplicity: 4



One value per record, in order, for molecular weight: 735.17, 329.44, 786.93, 326.05 g/mol.